A 5-piece molecular cluster, C44H97N2S2 overall at a distorted geometry. Source: the OMol25 dataset; level of theory: the ωB97M-V functional and the def2-TZVPD basis.

Output
Kohn-Sham gap (eV): 3.513
2S+1: 1
LUMO level (eV): 1.814
Net charge: -1

Bonds (Å) are listed after each position.
Element x y z (Å)
1 H 5.13260 -2.49242 0.07528  C74 1.086
2 H 0.48406 2.47152 -1.37313  C117 1.079
3 C -5.10715 -0.83760 3.00754  H56 1.093, C93 1.525, C109 1.527, H110 1.094
4 H -5.11188 -2.55150 4.30057  C109 1.094
5 H -6.01947 1.78609 -1.64992  C118 1.095
6 H -7.88226 -3.61430 5.08124  C39 1.092
7 C 1.24024 4.57660 3.84079  C18 1.526, H20 1.092, H62 1.091, H122 1.091
8 C -6.51128 -2.97873 2.71635  H57 1.095, C69 1.527, C109 1.530, H128 1.094
9 H -1.05735 -6.26948 -6.33974  C43 1.095
10 H -6.58425 -1.10986 -4.15221  C138 1.091
11 N 5.74457 1.11521 -1.98592  C68 1.474, C71 1.471, C123 1.437
12 C 3.75890 2.28652 -1.03835  H23 1.080, C55 1.520, C71 1.539, H108 1.073
13 H -7.11466 -2.04272 5.33539  C39 1.091
14 H 0.85748 6.46526 7.88620  C53 1.093
15 H -5.70742 2.61530 -3.94865  C132 1.093
16 C -3.83369 -6.00521 -6.41321  H61 1.091, H75 1.091, H87 1.092, C100 1.526
17 S 8.42525 0.84524 -1.34485  C72 1.808, C123 1.725
18 C 1.18639 3.58570 4.99942  C7 1.526, C38 1.528, H47 1.093, H141 1.093
19 H 2.75679 4.10414 -1.66226  C55 1.084
20 H 0.35920 4.47641 3.20340  C7 1.092
21 C 1.38149 2.00306 0.52498  H28 1.081, H29 1.078, C32 1.535, C117 1.525
22 H 7.74925 -0.38102 0.54425  C72 1.080
23 H 4.18600 2.78928 -0.18274  C12 1.080
24 H -1.40929 -1.54228 -4.33510  C121 1.091
25 H -4.37246 -2.83985 2.74563  C109 1.094
26 H 4.01971 -0.59971 3.05506  C65 1.081
27 C 8.78388 2.66312 1.49194  H33 1.105, N49 1.436, C66 1.521, H134 1.105
28 H 2.15073 2.45117 1.13842  C21 1.081
29 H 1.61671 0.97974 0.28077  C21 1.078
30 H 2.86680 -3.71004 -0.78001  C125 1.086
31 C -0.93796 0.39469 -0.34776  H90 1.084, H111 1.082, C114 1.527, H144 1.083
32 C 0.08988 2.04089 1.35320  C21 1.535, H59 1.081, H70 1.084, C114 1.536
33 H 8.89914 3.15073 0.50675  C27 1.105
34 H -7.87173 -1.32709 3.03814  C69 1.093
35 H -2.08662 -5.78154 -4.17603  C37 1.094
36 H 5.41120 3.20131 -1.97654  C71 1.073
37 C -1.44862 -5.02389 -4.64031  H35 1.094, C43 1.529, H130 1.094, C145 1.527
38 C -0.04954 3.74937 5.88235  C18 1.528, C78 1.530, H106 1.095, H133 1.094
39 C -7.91677 -2.55827 4.80576  H6 1.092, H13 1.091, C69 1.526, H113 1.091
40 H -1.00044 -2.45274 -5.78406  C121 1.091
41 H 2.95043 -2.32991 -2.95356  C82 1.085
42 H -6.70314 -2.28335 -2.83474  C138 1.092
43 C -1.40851 -5.24970 -6.15242  H9 1.095, C37 1.529, H52 1.093, C100 1.528
44 H -4.28789 -0.92005 1.00119  C93 1.092
45 H -0.29987 5.89075 5.84569  C78 1.094
46 H 4.40057 2.29589 -3.09145  C71 1.086
47 H 1.18706 2.57079 4.59348  C18 1.093
48 H 2.22898 -2.83534 0.60246  C125 1.082
49 N 7.48437 2.82597 2.07990  C27 1.436, H83 1.017
50 H -6.04654 -0.72611 1.04395  C93 1.090
51 H -3.05905 1.57416 -2.80823  C84 1.091
52 H -0.65974 -4.59052 -6.59991  C43 1.093
53 C 1.02327 5.46322 7.48123  H14 1.093, C78 1.527, C97 1.526, H99 1.093
54 H -1.90120 1.25347 1.32378  C114 1.085
55 C 2.54928 3.04566 -1.55759  C12 1.520, H19 1.084, C117 1.555, H129 1.084
56 H -4.17477 -0.48946 3.45933  C3 1.093
57 H -6.48154 -4.05042 2.93756  C8 1.095
58 H 4.55835 -2.46014 -2.25804  C82 1.084
59 H -0.41128 2.99190 1.23549  C32 1.081
60 C -5.13486 -0.15134 -1.89158  C80 1.526, C118 1.529, H142 1.091, H143 1.094
61 H -4.06833 -5.87666 -5.35556  C16 1.091
62 H 2.12236 4.39520 3.22546  C7 1.091
63 H 3.48012 -3.13080 2.58067  C64 1.085
64 C 4.21217 -2.53519 2.04598  H63 1.085, C65 1.529, C74 1.512, H126 1.086
65 C 3.74647 -1.08072 2.12621  H26 1.081, C64 1.529, H81 1.084, H107 1.076
66 C 9.01646 1.17844 1.26043  C27 1.521, C72 1.515, H79 1.091, H102 1.082
67 H 6.14357 -0.75667 -2.70536  C68 1.084
68 C 5.47286 0.05258 -2.97068  N11 1.474, H67 1.084, C94 1.543, H116 1.090
69 C -7.79551 -2.38730 3.29410  C8 1.527, H34 1.093, C39 1.526, H131 1.093
70 H 0.35622 1.98171 2.40229  C32 1.084
71 C 4.86463 2.28719 -2.10952  N11 1.471, C12 1.539, H36 1.073, H46 1.086
72 C 7.89455 0.67554 0.37496  S17 1.808, H22 1.080, C66 1.515, H98 1.080
73 H -4.12049 -0.85319 -3.66872  C80 1.094
74 C 4.35471 -3.01836 0.62019  H1 1.086, C64 1.512, H95 1.087, C125 1.519
75 H -4.75377 -5.83829 -6.97544  C16 1.091
76 H -0.74355 0.04054 1.73632  C114 1.084
77 H -5.00146 0.63555 1.42636  C93 1.091
78 C -0.16263 5.10095 6.58955  C38 1.530, H45 1.094, C53 1.527, H120 1.095
79 H 9.95024 1.06213 0.70805  C66 1.091
80 C -4.80091 -1.24200 -2.90542  C60 1.526, H73 1.094, H89 1.094, C138 1.526
81 H 2.67914 -0.98896 1.96180  C65 1.084
82 C 3.68642 -1.82053 -2.34017  H41 1.085, H58 1.084, C94 1.538, C135 1.520
83 H 7.25042 3.81570 2.07714  N49 1.017
84 C -3.74027 2.35965 -3.13900  H51 1.091, H104 1.092, H112 1.091, C132 1.526
85 S 7.50136 2.42034 -3.54300  C123 1.640
86 H 0.89766 3.84435 -0.41390  C117 1.082
87 H -3.52834 -7.04179 -6.57017  C16 1.092
88 H 2.06672 4.81148 9.26433  C97 1.091
89 H -4.25492 -2.03548 -2.38757  C80 1.094
90 H -1.65613 -0.41129 -0.44876  C31 1.084
91 H 0.33979 4.44651 9.27223  C97 1.092
92 H -2.95788 -3.47312 -4.55640  C145 1.094
93 C -5.11420 -0.44477 1.53356  C3 1.525, H44 1.092, H50 1.090, H77 1.091
94 C 4.06310 -0.55463 -3.12832  C68 1.543, C82 1.538, H103 1.083, H127 1.085
95 H 4.62731 -4.07035 0.63512  C74 1.087
96 H 3.47212 -0.81705 -0.42809  C135 1.078
97 C 1.23007 4.49313 8.64095  C53 1.526, H88 1.091, H91 1.092, H105 1.091
98 H 6.98385 1.20991 0.60200  C72 1.080
99 H 1.93827 5.52328 6.88680  C53 1.093
100 C -2.74113 -5.04226 -6.86961  C16 1.526, C43 1.528, H139 1.093, H140 1.093
101 H -5.73498 -2.64689 -4.26513  C138 1.092
102 H 9.08819 0.60438 2.17475  C66 1.082
103 H 3.26015 0.16724 -3.04466  C94 1.083
104 H -3.86790 3.06753 -2.31748  C84 1.092
105 H 1.45009 3.48478 8.28842  C97 1.091
106 H -0.94590 3.60304 5.27065  C38 1.095
107 H 4.22595 -0.52561 1.33871  C65 1.076
108 H 3.48873 1.27196 -0.81803  C12 1.073
109 C -5.21829 -2.34440 3.23198  C3 1.527, H4 1.094, C8 1.530, H25 1.094
110 H -5.91230 -0.31477 3.53141  C3 1.094
111 H 0.02261 0.00965 -0.66374  C31 1.082
112 H -3.25671 2.88563 -3.96324  C84 1.091
113 H -8.86225 -2.14919 5.16496  C39 1.091
114 C -0.90256 0.89826 1.09346  C31 1.527, C32 1.536, H54 1.085, H76 1.084
115 H -6.82815 0.78940 -2.83492  C118 1.094
116 H 5.77264 0.37898 -3.96680  C68 1.090
117 C 1.24899 2.86882 -0.72368  H2 1.079, C21 1.525, C55 1.555, H86 1.082
118 C -5.83946 1.07847 -2.46573  H5 1.095, C60 1.529, H115 1.094, C132 1.526
119 H 1.97506 -1.33065 -1.16203  C135 1.086
120 H -1.07583 5.09890 7.19428  C78 1.095
121 C -1.03788 -2.50332 -4.69477  H24 1.091, H40 1.091, H137 1.092, C145 1.526
122 H 1.29191 5.60823 4.19253  C7 1.091
123 C 7.10761 1.47650 -2.26155  N11 1.437, S17 1.725, S85 1.640
124 H -4.93999 1.12137 -4.43350  C132 1.094
125 C 3.03580 -2.86680 -0.11744  H30 1.086, H48 1.082, C74 1.519, C135 1.534
126 H 5.18254 -2.60372 2.52769  C64 1.086
127 H 4.06208 -0.87512 -4.16476  C94 1.085
128 H -6.54564 -2.90095 1.62581  C8 1.094
129 H 2.34280 2.67397 -2.55489  C55 1.084
130 H -0.44487 -5.19085 -4.23805  C37 1.094
131 H -8.64738 -2.87751 2.81529  C69 1.093
132 C -5.08541 1.79361 -3.58325  H15 1.093, C84 1.526, C118 1.526, H124 1.094
133 H -0.06103 2.94766 6.62668  C38 1.094
134 H 9.58990 3.02910 2.15412  C27 1.105
135 C 3.01149 -1.60937 -0.99497  C82 1.520, H96 1.078, H119 1.086, C125 1.534
136 H -1.97216 -3.61227 -3.11878  C145 1.093
137 H -0.01823 -2.62637 -4.32455  C121 1.092
138 C -6.02812 -1.85179 -3.57705  H10 1.091, H42 1.092, C80 1.526, H101 1.092
139 H -2.58024 -5.17586 -7.94262  C100 1.093
140 H -3.08368 -4.01208 -6.73967  C100 1.093
141 H 2.09636 3.67250 5.59839  C18 1.093
142 H -5.77034 -0.57387 -1.11158  C60 1.091
143 H -4.21202 0.15569 -1.39065  C60 1.094
144 H -1.25086 1.17310 -1.03268  C31 1.083
145 C -1.93322 -3.64073 -4.21100  C37 1.527, H92 1.094, C121 1.526, H136 1.093